Density functional theory data (wB97M-V/def2-TZVPD) for a structure of composition C26H36Br2N7O5P2SeSn at a distorted geometry.

```
80
Properties=species:S:1:pos:R:3:forces:R:3:lowdin_charge:R:1
Sn 0.115 -0.569 -0.135 0.8 0.7 0.4 1.525
C 5.461 0.057 -0.098 0.1 0.1 0.0 -0.068
N 4.701 1.316 -0.081 0.1 -0.1 0.2 -0.285
C 5.526 2.530 -0.044 0.1 -0.1 0.1 -0.071
P 3.178 1.283 -0.647 0.3 1.0 -0.2 0.482
O 2.420 0.092 -0.157 -0.7 -0.6 0.3 -0.417
O 2.627 2.691 -0.075 -0.3 -0.6 0.1 -0.280
P 1.086 3.125 0.186 0.2 0.0 0.0 0.485
O 0.051 2.101 -0.169 0.2 0.0 0.2 -0.429
N 1.129 3.412 1.802 -0.1 -0.2 0.1 -0.290
C -0.159 3.548 2.493 0.1 0.1 0.0 -0.081
C 2.251 4.093 2.458 -0.1 -0.1 0.0 -0.070
N 0.972 4.455 -0.741 -0.4 0.2 -0.3 -0.287
C 1.952 5.540 -0.639 -0.2 0.0 0.0 -0.071
C -0.312 4.837 -1.343 0.2 0.1 -0.1 -0.071
N 3.029 1.451 -2.262 -0.2 -0.3 -0.1 -0.283
C 3.640 2.602 -2.934 -0.1 -0.1 -0.1 -0.064
C 2.756 0.297 -3.126 0.0 0.2 -0.2 -0.071
H 6.025 -0.040 0.831 -0.1 0.0 0.0 0.096
H 6.178 0.034 -0.924 -0.1 0.0 0.0 0.096
H 4.785 -0.791 -0.181 0.0 0.0 0.0 0.075
H 6.130 2.523 0.864 0.0 0.0 0.0 0.098
H 4.901 3.419 -0.035 0.0 0.0 0.0 0.064
H 6.210 2.578 -0.894 -0.1 0.0 -0.1 0.097
H -0.906 2.929 2.000 0.0 0.0 0.0 0.061
H -0.509 4.585 2.515 0.0 0.0 0.0 0.096
H -0.051 3.210 3.526 0.0 0.0 -0.1 0.089
H 3.164 3.949 1.886 0.0 0.0 0.0 0.069
H 2.400 3.661 3.450 0.0 0.0 0.0 0.092
H 2.067 5.163 2.581 0.0 0.0 0.0 0.096
H 2.896 5.173 -0.241 0.0 0.0 0.0 0.068
H 1.590 6.353 -0.005 0.0 -0.1 0.1 0.097
H 2.129 5.954 -1.632 0.1 0.0 0.0 0.098
H -0.993 3.990 -1.331 0.0 0.0 0.0 0.059
H -0.150 5.141 -2.378 0.0 0.0 0.0 0.095
H -0.766 5.682 -0.818 0.0 -0.1 0.1 0.094
H 3.807 3.411 -2.225 0.0 0.0 0.0 0.068
H 2.971 2.965 -3.716 0.0 0.0 0.0 0.098
H 4.590 2.336 -3.404 0.0 0.0 0.1 0.099
H 2.394 -0.539 -2.535 0.0 -0.1 0.0 0.059
H 3.649 -0.013 -3.674 0.0 0.0 0.1 0.097
H 1.992 0.561 -3.861 0.0 0.0 0.0 0.095
Se -3.429 1.334 -0.358 0.4 0.1 0.0 1.301
N -2.682 -0.256 0.013 -0.2 0.0 0.2 -0.253
C -3.658 -1.136 0.079 -0.4 -0.1 0.0 -0.363
C -3.500 -2.535 0.357 -0.1 0.1 -0.1 0.115
C -4.639 -3.355 0.394 0.3 0.1 0.0 0.011
C -5.907 -2.842 0.186 -0.2 0.3 -0.1 0.041
C -6.110 -1.461 -0.074 0.0 -0.2 0.0 0.147
C -4.983 -0.609 -0.142 0.2 -0.3 0.1 -0.362
N -5.045 0.689 -0.388 -0.4 0.1 0.0 -0.166
H -2.503 -2.929 0.530 -0.1 0.0 0.0 0.121
H -4.527 -4.413 0.590 0.0 0.0 0.0 0.133
H -6.760 -3.510 0.224 0.0 0.1 0.0 0.142
H -7.105 -1.046 -0.211 0.1 -0.1 0.0 0.155
Br 0.232 -9.455 0.437 0.0 0.0 0.0 1.116
C 0.272 -7.648 0.281 0.1 -0.1 0.0 -0.630
C 0.139 -7.061 -1.013 0.0 0.0 0.1 -0.046
C 0.168 -5.703 -1.115 0.0 0.3 0.1 0.037
C 0.319 -4.908 0.048 -0.1 -0.2 0.1 -0.027
C 0.465 -5.500 1.327 0.0 0.2 -0.2 0.033
C 0.446 -6.856 1.456 0.0 -0.1 -0.1 -0.047
C 0.281 -3.397 -0.083 0.0 0.4 0.2 -0.656
O 0.310 -2.896 -1.214 0.1 -0.4 -0.3 -0.075
O 0.184 -2.703 0.983 0.0 -0.2 -0.2 -0.146
H 0.021 -7.688 -1.888 0.0 -0.1 0.1 0.130
H 0.069 -5.213 -2.076 0.0 0.0 0.1 0.140
H 0.586 -4.861 2.192 0.0 0.0 -0.1 0.137
H 0.564 -7.331 2.421 0.0 -0.1 -0.1 0.128
Br 0.460 -0.263 6.929 0.0 0.0 0.0 0.869
C 0.285 -0.245 5.069 0.0 0.0 0.2 -0.678
C -0.889 -0.686 4.472 -0.1 0.0 0.0 -0.079
C -0.981 -0.626 3.099 0.1 0.1 -0.1 -0.133
N 0.000 -0.153 2.322 0.4 -0.2 -0.4 -0.046
C 1.140 0.242 2.908 -0.1 0.1 -0.1 -0.119
C 1.325 0.214 4.277 0.0 0.0 0.0 -0.074
H -1.705 -1.069 5.068 0.0 0.0 0.0 0.116
H -1.876 -0.970 2.593 0.0 0.0 0.0 0.097
H 1.924 0.593 2.248 0.0 0.0 0.0 0.100
H 2.260 0.532 4.719 0.0 0.0 -0.1 0.119
```
Forces are in eV/Å.

DFT total energy: -278033.04908 eV
2S+1: 1
F_max: 1.2 eV/A
Total charge: +3

Density functional theory data (wB97M-V/def2-TZVPD) for a cluster of 6 separate species, C26H36ClINO19S in total at a distorted geometry.

```
85
Properties=species:S:1:pos:R:3:forces:R:3:lowdin_charge:R:1
C 5.349 2.519 2.849 -8.7 -1.3 -2.1 0.056
C 3.990 2.369 2.435 8.0 1.5 1.0 -0.090
N 2.713 2.444 1.627 3.6 -0.2 0.6 -0.159
C 2.648 3.665 0.737 -0.9 1.0 -0.2 -0.164
C 1.528 4.692 1.435 0.6 -0.1 0.1 -0.166
C 0.197 3.914 1.999 -1.0 0.3 1.0 -0.205
C -0.800 3.331 0.815 0.7 1.7 -1.1 -0.250
S -2.134 2.150 1.499 -1.4 0.0 7.5 0.513
O -3.285 2.999 2.141 3.8 -2.6 -3.4 -0.441
O -1.559 1.191 2.607 -1.5 3.1 -4.7 -0.449
Cl -2.917 0.876 -0.002 0.6 1.0 0.6 0.288
C 2.402 1.160 0.891 -0.6 -0.6 -0.1 -0.219
C 2.153 -0.006 2.015 -0.9 -1.4 -0.3 -0.226
C 3.166 -1.291 1.929 0.8 1.0 0.3 -0.684
C 4.592 -0.968 2.693 -0.8 0.0 -0.1 -0.206
I 2.192 -2.892 3.141 0.3 0.5 -0.5 0.740
C 3.453 0.767 -0.303 3.1 -2.8 -6.0 -0.415
O 4.644 1.327 -0.538 -5.8 -1.6 2.5 -0.131
O 3.035 -0.294 -1.280 0.8 4.9 5.6 -0.303
H 6.364 2.424 3.466 -3.1 0.2 -1.5 0.046
H 2.231 3.345 -0.330 1.1 0.7 2.3 0.130
H 3.700 4.193 0.634 -2.3 -1.2 0.1 0.140
H 2.046 5.207 2.378 -1.2 -1.2 -1.9 0.122
H 1.234 5.556 0.688 0.5 -1.9 1.5 0.105
H -0.430 4.733 2.601 1.2 -1.8 -1.3 0.126
H 0.414 3.056 2.768 0.0 1.7 -1.7 0.113
H -1.415 4.273 0.417 1.0 -2.5 0.7 0.120
H -0.198 2.858 -0.080 -1.5 0.6 1.9 0.104
H 1.349 1.335 0.357 2.4 -0.4 1.1 0.143
H 2.156 0.383 3.134 0.2 -0.5 -2.5 0.119
H 1.053 -0.439 1.845 2.4 1.0 0.3 0.086
H 3.289 -1.761 0.864 -0.3 1.3 2.0 0.086
H 5.184 -1.969 2.838 -1.0 2.0 -0.4 0.061
H 5.193 -0.167 2.065 -1.2 -1.7 1.3 0.074
H 4.307 -0.524 3.764 0.8 -0.9 -2.4 0.079
C -0.645 -7.050 0.066 -0.8 -0.6 -0.6 -0.137
C -0.732 -5.609 0.450 -0.7 0.8 -0.3 -0.139
O 0.121 -5.521 1.576 0.8 -1.0 0.0 0.018
C 1.007 -6.555 1.485 1.8 0.3 1.8 -0.520
O 1.989 -6.685 2.196 -2.1 0.1 -1.7 0.108
O 0.651 -7.424 0.494 0.4 0.3 0.5 0.027
H -0.756 -7.201 -1.012 0.2 -0.1 0.2 0.135
H -1.382 -7.668 0.589 0.1 0.1 0.0 0.137
H -0.353 -4.943 -0.333 0.0 0.0 0.1 0.142
H -1.750 -5.308 0.710 0.3 0.0 0.2 0.130
C -2.909 -2.011 4.269 -0.2 1.0 0.6 -0.132
C -2.332 -2.000 2.890 0.3 1.1 -0.6 -0.143
O -1.815 -3.309 2.743 -0.5 -1.1 0.7 0.031
C -2.502 -4.107 3.612 0.3 -2.1 -0.1 -0.515
O -2.433 -5.325 3.630 -0.3 2.4 -0.1 0.122
O -3.276 -3.365 4.457 0.4 -0.9 -0.5 0.059
H -3.780 -1.357 4.361 0.1 -0.2 0.1 0.138
H -2.173 -1.735 5.032 0.0 0.0 -0.1 0.140
H -3.093 -1.832 2.120 0.0 0.0 0.1 0.129
H -1.540 -1.255 2.776 -0.1 -0.3 -0.1 0.109
C -1.535 7.080 -2.943 -0.2 1.0 -0.5 -0.134
C -2.490 5.931 -2.930 -1.1 0.1 -0.5 -0.137
O -1.659 4.821 -2.646 1.0 0.1 0.6 0.075
C -0.555 5.305 -2.005 1.6 -1.4 0.8 -0.500
O 0.288 4.608 -1.466 -1.8 1.7 -1.4 0.107
O -0.519 6.669 -2.047 0.2 -1.0 0.3 0.067
H -1.998 8.010 -2.603 0.2 -0.1 0.1 0.137
H -1.090 7.243 -3.930 0.0 0.0 0.1 0.140
H -3.242 6.021 -2.140 0.1 0.0 0.0 0.138
H -2.996 5.800 -3.891 0.2 -0.2 0.2 0.113
C -7.150 4.063 -5.450 -1.0 -0.6 -0.2 -0.140
C -6.718 4.752 -4.196 -0.7 0.2 1.0 -0.137
O -5.317 4.873 -4.358 0.4 -0.1 -0.9 0.047
C -5.067 4.830 -5.699 2.2 0.4 -1.2 -0.510
O -3.985 5.075 -6.206 -2.4 -0.5 1.2 0.137
O -6.185 4.479 -6.399 0.9 0.4 0.3 0.067
H -8.155 4.361 -5.763 0.2 0.0 -0.1 0.137
H -7.113 2.973 -5.362 0.0 0.1 0.0 0.138
H -7.150 5.754 -4.099 0.0 -0.1 0.0 0.137
H -6.957 4.174 -3.300 0.2 0.1 -0.1 0.140
C 4.339 -7.048 -1.273 0.2 0.9 0.9 -0.130
C 3.054 -7.778 -1.493 -0.9 0.1 0.7 -0.144
O 3.195 -8.298 -2.801 1.0 -0.1 -0.6 0.060
C 4.535 -8.385 -3.051 1.0 -1.0 -1.8 -0.519
O 5.020 -8.949 -4.018 -1.0 1.2 2.0 0.121
O 5.260 -7.760 -2.078 -0.3 -0.7 -0.9 0.063
H 4.650 -7.060 -0.225 0.1 0.0 -0.2 0.142
H 4.296 -6.010 -1.619 0.0 -0.1 0.0 0.143
H 2.920 -8.610 -0.794 0.0 0.1 -0.1 0.139
H 2.184 -7.117 -1.431 0.2 -0.2 -0.1 0.126
```
Forces are in eV/Å.

DFT total energy: -99387.48320 eV
2S+1: 1
F_max: 9.1 eV/A
Total charge: -1

Density functional theory data (wB97M-V/def2-TZVPD) for a structure of composition C26H36ClN3Sn at a distorted geometry.

```
67
Properties=species:S:1:pos:R:3:forces:R:3:lowdin_charge:R:1
Sn 0.000 0.000 0.000 2.1 5.0 3.9 0.413
Cl 1.087 -0.401 -1.982 1.6 -1.3 -2.3 -0.142
C -1.739 -0.842 -0.413 -2.4 -2.4 -0.9 -0.481
C -2.322 -0.537 -1.648 -1.0 -0.8 0.3 -0.178
C -3.564 -1.081 -1.983 0.3 0.1 0.0 -0.087
C -4.244 -1.946 -1.117 0.3 0.1 0.2 -0.317
C -3.639 -2.250 0.106 -0.1 0.2 0.0 -0.081
C -2.402 -1.705 0.462 -0.8 0.0 -0.5 -0.126
H -1.810 0.111 -2.349 0.0 0.1 0.0 0.054
H -4.005 -0.830 -2.946 -0.1 0.0 0.0 0.089
H -4.144 -2.916 0.803 -0.1 0.0 -0.1 0.091
H -1.980 -1.946 1.431 0.2 0.0 0.0 0.090
C -5.572 -2.550 -1.505 0.1 0.0 0.0 -0.092
H -6.124 -2.892 -0.623 0.0 0.0 -0.1 0.061
H -5.432 -3.416 -2.164 -0.1 0.0 0.0 0.066
H -6.196 -1.828 -2.042 0.0 -0.1 0.1 0.062
C 2.184 -0.078 -8.567 -0.3 0.4 0.2 -0.071
N 2.252 -0.140 -7.178 -0.1 0.1 0.0 -0.061
H 1.073 1.368 -9.816 0.0 -0.1 0.1 0.093
N 0.993 1.520 -7.638 0.0 0.0 0.0 -0.068
H 2.691 -0.763 -9.226 -0.1 0.1 0.1 0.095
C 3.020 -1.135 -6.374 -0.1 0.0 0.1 -0.564
C 3.736 -2.120 -7.302 0.0 0.1 0.0 -0.070
C 4.042 -0.367 -5.523 -0.1 -0.1 -0.1 -0.043
H 4.454 -1.611 -7.954 0.0 0.0 0.0 0.076
H 4.289 -2.840 -6.690 -0.1 0.1 0.0 0.085
H 3.027 -2.679 -7.921 0.1 0.0 0.1 0.078
H 2.561 -2.591 -4.831 -0.1 0.2 0.0 0.086
H 1.298 -2.432 -6.076 0.1 0.0 0.0 0.082
H 3.520 0.363 -4.900 0.1 -0.2 0.0 0.078
C 2.026 -1.881 -5.472 0.1 0.1 -0.1 -0.051
H 4.753 0.165 -6.164 0.0 0.0 0.0 0.078
H 4.597 -1.062 -4.884 -0.1 0.1 0.0 0.085
H 1.489 -1.161 -4.849 0.1 -0.2 0.1 0.034
C 1.382 0.980 -8.859 0.2 -0.3 0.3 -0.075
C 0.893 3.759 -6.652 -0.1 -0.1 -0.1 -0.048
H 1.764 4.092 -7.226 -0.1 0.0 0.0 0.081
H 0.256 4.626 -6.445 0.1 -0.1 0.0 0.081
C 0.103 2.702 -7.436 0.1 -0.2 0.1 -0.567
H -1.776 3.092 -6.422 0.1 -0.1 0.0 0.082
C -0.338 3.265 -8.790 0.0 0.0 0.1 -0.069
H -0.905 2.528 -9.368 0.1 0.1 0.1 0.079
H 1.240 3.329 -5.709 -0.1 0.1 -0.1 0.079
H -0.787 1.798 -5.686 -0.1 0.1 -0.1 0.081
H 0.519 3.601 -9.384 -0.1 0.0 0.1 0.078
H -0.986 4.128 -8.617 0.1 -0.1 0.0 0.083
C -1.119 2.240 -6.629 0.1 0.1 -0.1 -0.044
H -1.685 1.487 -7.187 0.1 0.1 0.1 0.084
C 1.520 0.844 -6.570 0.1 -0.1 -0.8 0.025
C -1.644 1.056 2.903 -0.3 0.2 0.1 -0.116
C -0.647 0.230 3.676 -0.1 0.0 1.5 -0.249
C -0.879 0.224 5.064 0.6 -0.3 -0.9 -0.129
C -0.049 -0.466 5.936 -0.3 0.1 0.7 -0.193
C 1.038 -1.171 5.445 0.0 0.1 -1.1 -0.128
C 1.310 -1.201 4.072 0.2 -0.1 1.5 -0.274
C 2.515 -1.996 3.632 0.4 -0.2 -0.4 -0.110
C 0.474 -0.508 3.153 0.4 -0.1 -4.8 -0.356
N 0.843 -0.613 1.772 -0.9 -0.6 2.6 -0.248
H -2.664 0.642 3.055 0.3 0.3 -0.1 0.070
H -1.486 1.136 1.835 0.2 -0.1 -0.1 -0.033
H -1.626 2.099 3.286 -0.1 -0.5 -0.2 0.071
H -1.716 0.772 5.483 -0.1 0.1 -0.1 0.083
H -0.249 -0.449 7.000 0.0 0.0 0.2 0.054
H 1.676 -1.701 6.142 0.2 -0.1 0.0 0.081
H 3.426 -1.582 4.115 -0.3 -0.3 -0.2 0.060
H 2.394 -3.055 3.944 0.2 0.4 -0.1 0.060
H 2.679 -1.984 2.536 -0.4 0.2 0.6 0.044
```
Forces are in eV/Å.

DFT total energy: -50367.57688 eV
2S+1: 1
F_max: 6.7 eV/A
Total charge: -2